C19H17N5O | ωB97M-V/def2-TZVPD

Values from the calculation:
total energy = -29475.1330 eV
Kohn-Sham gap = 8.028 eV
E_LUMO = -0.1 eV
SMILES string = C1=CC2=C(Cc3nnc(Cc4nc5ccccc5[nH]4)o3)CN[C@H]2C=C1
ΔE to the lowest compared entry with this formula, charge and spin = 230.55 kJ/mol

Structure (ORCA input):
```
! RIJCOSX wB97M-V def2-TZVPD def2/J DEFGRID3
* xyz 0 1
C -2.081 0.921 -1.994
H -0.070 2.039 3.893
C 2.697 -1.420 0.684
C -0.473 -0.787 4.075
C 2.330 -2.813 0.978
C -1.036 1.046 -5.293
N -1.786 2.760 2.057
C 1.080 0.352 -3.653
H 2.073 -2.183 3.966
H -0.003 -2.719 4.671
C -1.241 0.893 -3.963
C -3.053 1.087 -0.855
C -2.312 1.569 0.358
H 1.324 -4.173 2.281
H 2.290 0.287 -5.474
N -2.647 2.655 1.006
H 2.414 0.642 1.242
H 0.978 2.055 2.486
H -1.568 -0.709 3.855
H 3.291 -1.156 -0.198
C -0.186 0.534 -3.130
N -0.024 -2.172 3.797
H -0.292 0.316 -1.000
N -2.422 1.039 -3.231
H -3.865 1.782 -1.092
H 0.300 0.900 -6.930
C 1.624 -3.146 2.098
H 2.638 -3.589 0.298
C 1.298 0.492 -5.033
N -0.760 0.543 -1.874
C 2.201 -0.384 1.499
H -1.900 1.273 -5.922
C 0.383 0.096 3.205
C -0.971 1.758 1.978
C 0.216 0.827 -5.858
C 1.345 -0.694 2.643
C 0.127 1.562 2.939
C 1.300 -2.114 3.172
H 1.917 0.099 -3.025
O -1.226 0.959 0.897
H -3.510 0.111 -0.687
H -0.400 -0.537 5.136
*
```